[1]
Here is a gas-phase ion, C4H11N5 (charge +2) in a non-equilibrium geometry from the OMol25 dataset. Energies are from ωB97M-V with the def2-TZVPD basis set.

```
20
Properties=species:S:1:pos:R:3:mulliken_charge:R:1
C 0.01989 0.16625 -1.38583 0.85
C 0.58551 -0.52523 2.38823 -0.01
C -1.03463 -0.20644 -0.61479 0.03
C 1.40277 0.27408 -0.78842 -1.05
N -0.28126 -0.18819 1.59701 -0.06
N -1.07011 -0.32770 0.74545 -0.58
N -0.03689 0.53298 -2.66789 -0.40
N 1.24918 0.23208 3.41779 -0.23
N -2.33143 -0.65335 -1.15369 -0.25
H 1.25497 0.65026 0.21451 0.16
H 1.98894 0.92627 -1.50707 0.41
H 1.82214 -0.74581 -0.79948 0.33
H -0.83379 0.53717 -3.22894 0.11
H 0.81558 0.56406 -3.24799 0.25
H 0.46063 0.52872 4.00996 0.38
H 1.85185 0.97918 2.94060 0.39
H 2.04283 -0.37191 3.88906 0.46
H -2.67791 -0.20179 -2.12580 0.41
H -2.98333 -0.50448 -0.35844 0.41
H -2.24495 -1.66615 -1.32427 0.38
```

Summary:
HOMO (spin up / spin down): -13.9 / -17.5 eV
Strongest force on any atom: 11.93 eV Å⁻¹
E_LUMO (spin up / spin down): -6.7 / -9.6 eV
HOMO-LUMO gap (spin up / spin down): 7.121 / 7.843 eV
Spin multiplicity: 3
Net charge: +2
⟨S²⟩: 2.02
Energy: -431.93675 Eh

---

[2]
Here is 9 unconnected molecules or ions with the total composition C41H51B2Br2F8IN3O30 in a non-equilibrium geometry from the OMol25 dataset. Energies are from ωB97M-V with the def2-TZVPD basis set.

```
138
Properties=species:S:1:pos:R:3:mulliken_charge:R:1
C 1.85229 -6.02196 3.34979 -1.00
C 1.34920 -5.97132 1.90687 -1.01
C 0.48054 -4.74621 1.57718 -0.08
O 0.22135 -3.99787 2.79738 0.32
C -0.68472 -3.01665 2.71696 -0.43
C -0.41716 -1.77728 2.15612 1.50
C 0.87554 -1.54062 1.46560 -0.14
Br 2.44621 -1.12498 2.42269 0.02
C 0.88105 -1.62396 0.13326 -0.42
C -0.34519 -1.94075 -0.67967 0.89
Br 2.42332 -1.37621 -0.90883 -0.11
C -1.42233 -0.79623 2.20051 -0.24
C -1.09384 0.55416 1.62476 0.20
C -0.11064 1.36652 2.47739 -0.72
O 0.60556 2.14233 1.98074 -0.28
I -0.22248 1.09338 4.60322 -0.06
C -2.68925 -1.11052 2.74074 1.76
C -3.77460 -0.06513 2.67427 -1.94
B -4.38075 0.10420 1.20667 0.50
O -4.37433 -0.93077 0.28612 -0.64
O -4.96116 1.31281 0.87722 -0.58
C -2.89015 -2.38747 3.30013 0.84
C -4.20820 -2.74352 3.93519 -2.96
C -5.29840 -3.02410 2.89437 1.87
O -6.52604 -2.50785 3.40054 -0.47
C -5.41042 -4.47641 2.42451 -0.32
N -5.45414 -4.58721 0.96061 -0.66
N -1.88327 -3.30274 3.26016 0.39
B -2.04725 -4.74284 3.85122 0.44
N -2.26757 -5.90306 3.02960 -0.68
O -1.99788 -4.85088 5.18748 -0.51
H 2.36225 -6.97379 3.48992 0.46
H 1.05920 -5.97712 4.08894 0.22
H 2.58922 -5.25288 3.56126 0.22
H 2.22325 -5.94050 1.26320 0.46
H 0.81146 -6.89399 1.69978 0.33
H 1.03554 -4.10648 0.89840 -0.01
H -0.46918 -5.03821 1.13497 0.52
H -0.67579 -2.96393 -0.49808 0.21
H -0.15852 -1.83930 -1.74179 -0.53
H -1.17286 -1.28620 -0.42342 -0.62
H -1.94259 1.21734 1.52307 0.75
H -0.61461 0.41506 0.66375 -0.34
H -4.59605 -0.22079 3.37022 0.24
H -3.34977 0.89513 2.95365 0.55
H -3.53981 -0.98074 -0.19857 0.23
H -4.34042 1.93358 0.48245 0.30
H -4.53048 -1.84679 4.45481 0.55
H -4.12926 -3.51790 4.69555 0.75
H -5.04760 -2.42776 2.01597 -0.78
H -7.11066 -2.39464 2.64399 0.34
H -4.61448 -5.06945 2.86841 -0.09
H -6.34684 -4.86012 2.82714 0.44
H -5.09301 -3.75229 0.51203 0.27
H -4.86742 -5.34317 0.63244 0.28
H -1.40582 -6.37123 2.77152 0.31
H -2.73858 -5.66134 2.16263 0.17
H -1.30314 -4.32407 5.61636 0.38
C -8.25817 -0.27503 5.22487 0.47
C -9.62569 -0.43328 4.59935 0.31
O -10.27825 0.75686 4.99222 -0.33
C -9.32176 1.71868 5.15957 0.62
O -9.53191 2.87666 5.23667 -0.48
O -8.08964 1.14603 5.21053 -0.33
F -10.29458 -1.50058 5.09610 -0.29
H -8.24617 -0.63484 6.25474 0.26
H -7.46838 -0.76550 4.66401 -0.52
H -9.62253 -0.49609 3.50868 0.32
C -4.14271 -0.23688 -3.36122 -0.67
C -3.45401 0.79411 -4.23074 0.40
O -2.69749 1.53433 -3.26822 -0.36
C -2.41923 0.70181 -2.24985 0.49
O -1.61882 0.90872 -1.39017 -0.29
O -3.18003 -0.40772 -2.30486 -0.18
F -4.33120 1.62016 -4.83099 -0.31
H -5.07491 0.14455 -2.94373 0.34
H -4.33073 -1.17790 -3.86878 0.33
H -2.77495 0.38280 -4.97809 0.22
C 1.99665 -2.77439 -5.11412 -0.46
C 1.92531 -1.32635 -5.54761 0.38
O 0.52770 -1.06796 -5.50651 -0.31
C -0.01467 -1.89766 -4.58225 0.66
O -1.09778 -1.77163 -4.10992 -0.50
O 0.85513 -2.87799 -4.24975 -0.33
F 2.37951 -1.14347 -6.80292 -0.28
H 1.87622 -3.45446 -5.95738 0.29
H 2.91100 -3.01892 -4.58086 0.27
H 2.43402 -0.62872 -4.87966 0.24
C 3.55110 -2.29560 7.59616 -0.49
C 3.84404 -2.28309 6.11346 0.34
O 2.95937 -3.27392 5.61511 -0.18
C 1.89724 -3.31240 6.45146 0.52
O 0.85667 -3.82310 6.18387 -0.48
O 2.16490 -2.67617 7.60392 -0.36
F 5.11642 -2.63565 5.83399 -0.30
H 4.14662 -3.04610 8.11608 0.29
H 3.68727 -1.33098 8.07556 0.29
H 3.61768 -1.33441 5.62155 0.26
C 2.78970 3.75097 0.27531 -0.26
C 3.85988 4.58301 0.94202 0.41
O 4.49688 5.20006 -0.16658 -0.33
C 3.56979 5.30976 -1.15486 0.72
O 3.67972 5.99555 -2.11540 -0.55
O 2.49863 4.52736 -0.89218 -0.27
F 4.76096 3.81472 1.60469 -0.29
H 3.16642 2.77092 -0.02492 0.23
H 1.90781 3.62438 0.88877 0.09
H 3.48211 5.35375 1.61391 0.33
C 6.62820 5.09864 -3.79480 -0.15
C 6.08610 4.92603 -5.19619 0.28
O 7.26959 4.90080 -5.97420 -0.28
C 8.26925 4.41974 -5.18617 0.62
O 9.31453 4.03207 -5.58692 -0.47
O 7.89697 4.43647 -3.88627 -0.35
F 5.31747 5.96867 -5.58310 -0.28
H 6.78022 6.14996 -3.55084 0.26
H 6.00474 4.64183 -3.03250 0.02
H 5.53305 3.99934 -5.35997 0.32
C -1.49355 5.79360 -1.59614 -0.36
C -0.75736 6.87978 -2.35069 0.29
O -0.04505 7.53224 -1.31355 -0.32
C 0.18452 6.61974 -0.33709 0.65
O 0.96694 6.75507 0.54217 -0.53
O -0.59586 5.52417 -0.51207 -0.22
F -1.60609 7.75593 -2.93378 -0.29
H -2.44270 6.16026 -1.20271 0.28
H -1.66512 4.89791 -2.18781 0.19
H -0.04950 6.51656 -3.09724 0.29
C 9.52549 4.27817 -8.58669 -0.43
C 9.91845 4.20688 -10.04530 0.33
O 9.28889 3.01113 -10.47268 -0.32
C 8.19179 2.82369 -9.68493 0.61
O 7.31129 2.06868 -9.92325 -0.52
O 8.24792 3.62683 -8.59975 -0.23
F 11.25841 4.08973 -10.20994 -0.28
H 10.21113 3.71886 -7.95346 0.30
H 9.43927 5.29252 -8.20956 0.27
H 9.55948 5.03756 -10.65544 0.28
```

Summary:
HOMO: -12.2 eV
Strongest force on any atom: 1.37 eV Å⁻¹
E_LUMO: -3.8 eV
HOMO-LUMO gap: 8.341 eV
Net charge: +1
Energy: -10308.84486 Eh

---

[3]
Here is a molecular structure, C2H4ClOP in a non-equilibrium geometry from the OMol25 dataset. Energies are from ωB97M-V with the def2-TZVPD basis set.

```
9
Properties=species:S:1:pos:R:3:mulliken_charge:R:1
C 1.97998 0.80941 -0.66643 0.19
C -2.41627 -0.63845 0.31087 -0.46
O 1.84547 0.25040 -1.72564 -0.44
P 1.44599 0.33045 0.95227 -0.10
Cl -1.25026 0.60141 0.60947 -0.07
H 2.36826 1.92379 -0.41436 0.23
H -2.66368 -0.83987 -0.73051 0.30
H -2.34204 -1.42934 1.01463 0.30
H 1.03257 -1.00779 0.64969 0.05
```

Summary:
HOMO (spin up / spin down): -8.7 / -9.3 eV
Strongest force on any atom: 2.26 eV Å⁻¹
E_LUMO (spin up / spin down): -0.8 / -1.7 eV
HOMO-LUMO gap (spin up / spin down): 7.895 / 7.516 eV
Net charge: 0
Energy: -955.22332 Eh

---

[4]
Here is 2 unconnected molecules or ions with the total composition C6H8O2 in a non-equilibrium geometry from the OMol25 dataset. Energies are from ωB97M-V with the def2-TZVPD basis set.

```
16
Properties=species:S:1:pos:R:3:mulliken_charge:R:1
O 1.68965 -2.85943 0.85831 -0.64
H 1.20022 -2.01107 0.76337 0.37
H 1.05656 -3.54684 0.55024 0.31
O 0.00000 0.00000 0.00000 -0.58
C 3.97908 0.78677 -0.62463 -0.62
C 3.54365 0.33069 0.65523 -0.39
C 3.04543 0.99010 -1.63175 -0.13
C 2.16587 0.11939 0.88973 -0.52
C 1.65028 0.80872 -1.47022 -0.79
C 1.25963 0.36118 -0.15106 0.85
H -0.18243 -0.07770 0.96790 0.37
H 5.02618 0.89001 -0.93853 0.33
H 4.29236 -0.04238 1.36646 0.32
H 3.38915 1.22272 -2.64829 0.30
H 1.73791 -0.28180 1.81790 0.43
H 0.90231 0.85091 -2.27295 0.37
```

Summary:
HOMO: -8.6 eV
Strongest force on any atom: 3.10 eV Å⁻¹
E_LUMO: 0.6 eV
SMILES: Oc1ccccc1.O
HOMO-LUMO gap: 9.222 eV
Net charge: 0
Energy: -383.88637 Eh

---

[5]
Here is a single C2H4N2O2 molecule in a non-equilibrium geometry from the OMol25 dataset. Energies are from ωB97M-V with the def2-TZVPD basis set.

```
10
Properties=species:S:1:pos:R:3:mulliken_charge:R:1
C -0.58689 0.60666 -0.05752 0.36
C 1.17156 -0.56313 -0.47524 -0.07
H -2.16472 1.38642 0.14511 0.27
H -0.65896 -0.08792 1.77332 0.34
H 1.96541 -0.02859 -0.04806 0.28
H 1.47254 -1.43613 -1.22945 0.16
N -1.26581 1.58940 -0.28742 -0.57
N -0.79907 -0.46294 0.70954 -0.20
O 0.53292 -1.29048 0.55474 -0.29
O 0.33302 0.28671 -1.08500 -0.29
```

Summary:
HOMO: -10.2 eV
Strongest force on any atom: 6.76 eV Å⁻¹
E_LUMO: 0.6 eV
SMILES: [H]/N=C1\NOCO1
HOMO-LUMO gap: 10.762 eV
Net charge: 0
Energy: -338.46748 Eh

---

[6]
Here is 2 unconnected molecules or ions with the total composition C4H8O2 in a non-equilibrium geometry from the OMol25 dataset. Energies are from ωB97M-V with the def2-TZVPD basis set.

```
14
Properties=species:S:1:pos:R:3:mulliken_charge:R:1
C 2.35697 -0.82049 -0.28260 0.25
C 3.27266 0.20746 0.15353 -0.82
C -3.33090 -1.40231 -0.40589 -0.74
C -1.87033 -1.00484 -0.50014 -0.18
O 2.66780 -1.97676 -0.25064 -0.49
O -1.12574 -0.72199 0.51690 -0.17
H 3.09934 1.27779 -0.17492 0.30
H 4.38319 -0.14639 0.07177 0.26
H 3.04029 0.21674 1.21823 0.23
H -3.96317 -0.83035 -1.10640 0.26
H -3.93454 -1.37610 0.54841 0.29
H -3.52514 -2.46851 -0.66631 0.29
H 1.36603 -0.40419 -0.46181 0.25
H -1.54910 -0.92159 1.34210 0.25
```

Summary:
HOMO: -8.2 eV
Strongest force on any atom: 3.48 eV Å⁻¹
E_LUMO: 0.7 eV
HOMO-LUMO gap: 8.896 eV
Net charge: 0
Energy: -307.54147 Eh

---

[7]
Here is a molecular structure, C15H14MnN6O4S in a non-equilibrium geometry from the OMol25 dataset. Energies are from ωB97M-V with the def2-TZVPD basis set.

```
41
Properties=species:S:1:pos:R:3:mulliken_charge:R:1
Mn 1.16153 1.18779 -0.66464 -0.18
N 5.28332 1.01466 -1.14495 0.16
C 4.13242 0.97915 -1.80187 -0.04
N 3.15881 1.03742 -0.89946 0.12
C 3.81105 1.10568 0.29759 0.17
N 5.10532 1.09186 0.19233 -0.60
C 2.98057 1.16257 1.49376 0.79
C 3.41932 1.19975 2.80680 -0.37
N 2.56219 1.22415 3.82066 -0.43
C 1.26434 1.20680 3.54607 -0.40
C 0.78315 1.17829 2.24158 0.02
N 1.65972 1.15445 1.23811 0.31
H 6.22142 0.99237 -1.52565 0.21
H 4.03176 0.92010 -2.87406 0.50
H 4.48069 1.21203 3.02518 0.48
H 0.57120 1.22221 4.37775 0.39
H -0.26981 1.17996 2.00361 0.39
C -4.31844 -4.29044 0.48886 -1.36
C -3.42713 -3.20902 -0.04485 0.75
C -2.77433 -3.35957 -1.26990 -0.92
C -1.97260 -2.36060 -1.78315 -0.76
C -1.81398 -1.19646 -1.02840 0.81
C -2.44999 -1.00803 0.20053 -0.12
C -3.25638 -2.02220 0.67390 -0.94
S -0.83466 0.02257 -1.71169 1.61
O 0.65857 -0.38113 -1.53981 -0.72
O -1.16675 0.37194 -3.04412 -0.56
N -0.69546 1.28856 -0.68607 0.00
C -1.26080 2.62153 -0.97670 -0.38
C -0.10262 3.59652 -1.00000 0.43
O -0.14400 4.75303 -1.20195 -0.42
O 1.12780 2.96083 -0.76477 -0.36
H -4.30563 -5.17243 -0.14648 0.38
H -5.34688 -3.93237 0.55777 0.35
H -4.00834 -4.58045 1.49329 0.37
H -2.91099 -4.26994 -1.83847 0.36
H -1.49526 -2.47817 -2.74790 0.43
H -2.34394 -0.08557 0.75448 0.38
H -3.77733 -1.89191 1.61401 0.44
H -1.96037 2.91174 -0.19354 0.35
H -1.77750 2.64232 -1.93784 0.37
```

Summary:
HOMO (spin up / spin down): -15.5 / -15.5 eV
Strongest force on any atom: 1.28 eV Å⁻¹
E_LUMO (spin up / spin down): -10.3 / -8.8 eV
HOMO-LUMO gap (spin up / spin down): 5.216 / 6.719 eV
Spin multiplicity: 4
Net charge: +2
⟨S²⟩: 3.86
Energy: -2758.07314 Eh

---

[8]
Here is a gas-phase ion, C5H10NO (charge -1) in a non-equilibrium geometry from the OMol25 dataset. Energies are from ωB97M-V with the def2-TZVPD basis set.

```
17
Properties=species:S:1:pos:R:3:mulliken_charge:R:1
C 0.17654 -0.84302 0.04694 -0.70
C -1.18644 -0.61946 -0.69705 -0.80
C -0.98336 0.41268 -1.76681 -0.04
C -0.48101 0.16252 -2.96530 -0.70
N 0.76011 0.41880 0.48104 -0.35
C 0.49831 0.67633 1.97190 -0.40
O 1.11779 -0.16248 2.77357 -0.86
H 0.83548 -1.22700 -0.74281 0.44
H 0.06198 -1.57536 0.85249 0.31
H -1.90406 -0.34206 0.07444 0.33
H -1.51209 -1.55254 -1.16546 0.34
H -1.17208 1.43425 -1.46142 0.27
H -0.10076 0.93672 -3.63056 0.24
H -0.17815 -0.79741 -3.37489 0.27
H 1.74762 0.27776 0.35825 0.22
H 0.76108 1.76328 2.06509 0.26
H -0.62530 0.62168 2.07836 0.15
```

Summary:
HOMO: -2.4 eV
Strongest force on any atom: 1.24 eV Å⁻¹
E_LUMO: 3.9 eV
SMILES: C=CCCNC[O-]
HOMO-LUMO gap: 6.307 eV
Net charge: -1
Energy: -326.46001 Eh